(1)
ORCA calculation (ωB97M-V with the def2-TZVPD basis set) on an isolated molecule of C2H2O4S at a distorted geometry.

Structure (XYZ):
```
9
Properties=species:S:1:pos:R:3:forces:R:3:lowdin_charge:R:1
O -2.99734 0.65800 1.22053 0.0 -0.1 0.3 -0.2505
S -2.40440 0.23713 -0.00006 0.6 0.6 0.0 0.6775
O -2.99594 0.65715 -1.22165 0.0 -0.1 -0.3 -0.2505
C -0.63715 0.39803 0.00043 -1.3 -0.7 0.0 -0.0889
C -0.15813 -0.83088 -0.00019 0.4 0.1 0.0 -0.1612
O -1.01158 -1.86574 -0.00034 0.6 -0.9 0.0 -0.0246
O -2.33917 -1.43790 0.00086 -0.5 0.8 0.0 -0.1489
H -0.13259 1.33507 0.00058 0.1 0.4 0.0 0.1009
H 0.86358 -1.18093 -0.00056 0.0 0.1 0.0 0.1464
```
Forces are in eV/Å.

The calculation puts the energy relative to the best compared isomer or geometry (same formula, charge and spin) at 294.34 kJ/mol. The value obtained for the LUMO energy is 0.0215 Eh. The calculation puts the HOMO energy at -10.44 eV. The total energy is -21127.1692 eV.

(2)
ORCA calculation (ωB97M-V with the def2-TZVPD basis set) on a structure of composition C2H2O6Rb at a distorted geometry.

Structure (XYZ):
```
11
Properties=species:S:1:pos:R:3:forces:R:3:lowdin_charge:R:1
Rb -2.79048 0.43776 0.28324 1.2 -0.2 0.0 1.0305
O 1.13634 2.60842 -0.86192 0.3 0.0 0.6 0.0737
C 0.22373 1.78370 -0.26562 -2.0 -0.8 -1.0 -0.9024
O -0.15310 0.78202 -0.85129 0.4 -1.8 -2.4 -0.1011
O -0.37456 2.14403 0.74922 -0.1 2.2 2.6 -0.1226
H 1.18374 3.28035 -0.17791 0.4 0.6 0.0 0.0847
O -0.80818 -1.78678 0.06804 -3.4 0.3 0.3 -0.0513
C 0.25970 -2.50200 0.42566 2.4 -2.4 1.6 -0.9621
O 1.25850 -2.06746 -0.11264 3.2 1.6 -2.1 -0.0317
O 0.29421 -3.45296 1.19857 -2.2 -1.3 1.4 -0.0495
H -0.22990 -1.22708 -0.45534 -0.3 1.7 -1.0 0.0318
```
Forces are in eV/Å.

As for the total charge: -1. The calculation puts the energy relative to the best compared isomer or geometry (same formula, charge and spin) at 199.20 kJ/mol. The value obtained for the LUMO energy is 0.0515 Eh. The calculation puts the HOMO energy at -3.35 eV. The total energy is -15049.2982 eV.

(3)
ORCA calculation (ωB97M-V with the def2-TZVPD basis set) on a structure of composition C2H2O6Tl at a distorted geometry.

Structure (XYZ):
```
11
Properties=species:S:1:pos:R:3:forces:R:3:lowdin_charge:R:1
Tl -8.20087 10.84178 3.14223 0.2 0.1 0.7 1.6976
O -5.02167 8.49142 2.05481 -1.6 0.8 0.2 0.2066
C -5.52442 9.35080 2.95022 7.2 -0.7 3.0 -0.7761
O -6.73083 9.65094 2.80099 -6.1 0.1 -2.6 -0.1398
O -4.90777 9.71230 3.90806 0.4 0.4 0.0 0.1843
H -5.87562 8.30170 1.65938 0.3 -1.3 -1.6 0.1222
O -11.31340 11.45130 4.47957 1.8 0.8 0.0 0.1537
C -10.22659 12.07762 4.99411 -6.2 2.6 4.0 -0.7345
O -10.30258 12.88512 5.92634 0.1 -1.4 -2.1 0.1929
O -9.09764 11.72683 4.65060 5.3 -1.3 -1.8 -0.0482
H -11.95950 11.96295 4.97187 -1.4 -0.2 0.0 0.1412
```
Forces are in eV/Å.

As for the total charge: +1. The calculation puts the energy relative to the best compared isomer or geometry (same formula, charge and spin) at 80.40 kJ/mol. The value obtained for the LUMO energy is -0.3408 Eh. The calculation puts the HOMO energy at -14.93 eV. The total energy is -19072.9427 eV.

(4)
ORCA calculation (ωB97M-V with the def2-TZVPD basis set) on a structure of composition C2H2ORu at a distorted geometry.

Structure (XYZ):
```
6
Properties=species:S:1:pos:R:3:forces:R:3:lowdin_charge:R:1
C 0.95637 -0.95344 0.08327 -1.0 0.5 -0.9 -0.1527
C 0.69054 0.11704 -0.54292 1.2 -0.8 1.1 -0.2368
H 0.30708 -1.69119 0.56422 0.4 0.4 -0.1 -0.0393
H 1.23076 0.93646 -1.01999 -0.9 -0.2 0.1 0.0143
O -1.11468 0.95374 -0.33170 -0.4 -0.2 0.7 -0.8469
Ru -2.07007 0.63739 1.24712 0.7 0.2 -1.0 0.2615
```
Forces are in eV/Å.

As for the total charge: -1. The value obtained for the LUMO energy (alpha / beta) is 0.1683 / 0.1302 Eh. Its multiplicity is 6. The calculation puts the HOMO energy (alpha / beta) at -1.88 / -3.51 eV. The total energy is -6728.9339 eV. The expectation value of S² is 8.761.

(5)
ORCA calculation (ωB97M-V with the def2-TZVPD basis set) on an isolated molecule of C2H2OS at a distorted geometry.

Structure (XYZ):
```
6
Properties=species:S:1:pos:R:3:forces:R:3:lowdin_charge:R:1
C 0.83526 -1.17263 -0.47684 -2.4 3.3 4.2 0.0483
C 0.30755 -0.54729 0.43513 -1.5 0.7 -0.2 -0.3881
S -0.83007 0.58679 1.36710 2.1 -1.9 -1.5 0.8482
O -1.19296 1.53130 0.04519 -2.9 -0.2 1.9 -0.4433
H 1.28322 -1.90492 -0.96687 1.8 -2.5 -2.3 -0.0263
H -0.40300 1.50674 -0.40371 2.9 0.5 -2.1 -0.0388
```
Forces are in eV/Å.

The calculation puts the energy relative to the best compared isomer or geometry (same formula, charge and spin) at 225.25 kJ/mol. The value obtained for the LUMO energy is 0.0103 Eh. The calculation puts the HOMO energy at -9.05 eV. The total energy is -14985.3769 eV.

(6)
ORCA calculation (ωB97M-V with the def2-TZVPD basis set) on a structure of composition C2H2OS at a distorted geometry.

Structure (XYZ):
```
6
Properties=species:S:1:pos:R:3:forces:R:3:lowdin_charge:R:1
C 0.09191 -1.61443 -0.05178 -0.1 1.2 0.1 0.1353
C -0.01331 -0.30380 0.05907 2.1 2.2 0.3 -0.6906
O 1.49267 0.75091 0.13261 -3.9 -2.6 -0.3 -0.1339
S -1.67641 0.37930 0.23032 1.7 -0.7 -1.2 0.7576
H 2.02928 0.23867 0.75574 -0.1 -0.1 0.0 0.0229
H -1.92415 0.54935 -1.12597 0.3 -0.1 1.0 -0.0913
```
Forces are in eV/Å.

The calculation puts the energy relative to the best compared isomer or geometry (same formula, charge and spin) at 482.27 kJ/mol. The value obtained for the LUMO energy is -0.0735 Eh. The calculation puts the HOMO energy at -10.63 eV. The total energy is -14982.7131 eV.

(7)
ORCA calculation (ωB97M-V with the def2-TZVPD basis set) on an isolated molecule of C2H2OS2 at a distorted geometry.

Structure (XYZ):
```
7
Properties=species:S:1:pos:R:3:forces:R:3:lowdin_charge:R:1
O -1.40951 -0.70251 -0.11580 1.4 -2.2 -0.2 -0.0237
C -0.20854 -0.90461 0.01140 -1.5 0.5 1.4 -0.3217
C 0.68800 0.27541 -0.01564 1.0 1.9 -0.6 -1.1569
S 2.33515 0.24382 -0.06736 -1.5 -0.3 0.2 0.6748
S -0.27178 1.75526 0.00391 1.0 0.2 -0.2 0.7981
H 0.29585 -1.79030 0.46005 -0.6 -0.2 -0.8 0.1304
H -1.42916 1.12294 -0.27656 0.1 0.2 0.2 -0.1010
```
Forces are in eV/Å.

The calculation puts the energy relative to the best compared isomer or geometry (same formula, charge and spin) at 81.28 kJ/mol. The value obtained for the LUMO energy is -0.0658 Eh. The calculation puts the HOMO energy at -9.42 eV. The total energy is -25822.8995 eV.

(8)
ORCA calculation (ωB97M-V with the def2-TZVPD basis set) on an isolated molecule of C2H2OS2 at a distorted geometry.

Structure (XYZ):
```
7
Properties=species:S:1:pos:R:3:forces:R:3:lowdin_charge:R:1
O -2.17430 0.17554 0.56994 7.1 0.2 -0.9 -0.0540
C -0.86891 0.49917 0.63110 -7.3 -4.4 -4.0 -0.1900
C 0.36705 0.01630 -0.26846 -2.0 2.0 3.0 -1.2425
S 1.70305 0.91342 -0.09653 0.1 0.3 0.0 0.6988
S 0.24348 -1.44491 -1.07235 1.0 -1.0 -0.4 0.8245
H -0.89852 1.23153 1.29538 2.1 3.6 3.0 0.0439
H 1.62815 -1.39104 -1.05907 -0.9 -0.7 -0.7 -0.0806
```
Forces are in eV/Å.

The calculation puts the energy relative to the best compared isomer or geometry (same formula, charge and spin) at 213.48 kJ/mol. The value obtained for the LUMO energy is -0.0620 Eh. The calculation puts the HOMO energy at -9.55 eV. The total energy is -25821.5294 eV.

(9)
ORCA calculation (ωB97M-V with the def2-TZVPD basis set) on a structure of composition C2H2OS3 at a distorted geometry.

Structure (XYZ):
```
8
Properties=species:S:1:pos:R:3:forces:R:3:lowdin_charge:R:1
C -0.10304 1.33401 -0.90998 0.3 0.1 -0.5 -0.4813
C 1.03027 1.81469 -0.38249 0.0 -1.7 1.0 -0.4075
O 1.55177 -0.54299 -1.00514 -2.5 -2.3 -0.9 -0.8382
S 0.05671 -0.10197 -1.94483 1.6 0.1 2.1 0.9113
S 2.79586 1.46608 -2.44179 1.3 0.0 0.7 0.1419
S 2.44217 0.67753 -0.63772 -0.3 2.7 -2.5 0.5267
H -1.11774 1.73179 -0.91809 0.5 0.3 0.2 0.0775
H 1.34280 2.52038 0.36464 -0.8 0.8 -0.1 0.0696
```
Forces are in eV/Å.

The calculation puts the energy relative to the best compared isomer or geometry (same formula, charge and spin) at 246.68 kJ/mol. The value obtained for the LUMO energy is -0.0332 Eh. The calculation puts the HOMO energy at -8.33 eV. The total energy is -36656.3931 eV.

(10)
ORCA calculation (ωB97M-V with the def2-TZVPD basis set) on an isolated molecule of C2H2P2S at a distorted geometry.

Structure (XYZ):
```
7
Properties=species:S:1:pos:R:3:forces:R:3:lowdin_charge:R:1
C -0.28286 1.32333 -0.02559 -1.1 -3.5 0.3 -0.8098
C -0.23956 -1.21585 -0.08356 0.1 0.6 0.4 -0.9376
P -1.93431 1.00654 -0.01609 -0.6 0.0 0.2 0.5574
P 0.90044 0.01832 0.03002 -0.5 0.7 -0.4 0.8035
S -1.94314 -1.08651 0.03222 1.1 0.7 -0.5 0.5055
H -0.10498 2.31277 -0.03113 1.1 3.4 0.0 -0.0781
H 0.27376 -2.11466 -0.24447 -0.1 -1.9 0.0 -0.0410
```
Forces are in eV/Å.

The calculation puts the energy relative to the best compared isomer or geometry (same formula, charge and spin) at 0.00 kJ/mol. The value obtained for the LUMO energy is -0.0062 Eh. The calculation puts the HOMO energy at -8.92 eV. The total energy is -31518.3048 eV.

(11)
ORCA calculation (ωB97M-V with the def2-TZVPD basis set) on an isolated molecule of C2H2S2 at a distorted geometry.

Structure (XYZ):
```
6
Properties=species:S:1:pos:R:3:forces:R:3:lowdin_charge:R:1
S 2.01770 -0.11402 -0.06983 4.2 -1.7 -0.6 0.8340
C 0.62130 0.50362 0.09999 0.5 6.4 0.6 -0.8410
C -0.46422 -0.29063 0.16563 -7.0 0.4 -0.5 -0.7680
S -2.09754 0.00867 -0.06893 2.2 0.2 0.2 0.6918
H 0.58819 1.64992 0.22376 -0.6 -1.7 -0.4 0.0978
H -0.25331 -1.24217 0.40279 0.8 -3.6 0.7 -0.0147
```
Forces are in eV/Å.

The calculation puts the energy relative to the best compared isomer or geometry (same formula, charge and spin) at 114.19 kJ/mol. The value obtained for the LUMO energy is -0.0820 Eh. The calculation puts the HOMO energy at -9.35 eV. The total energy is -23774.4310 eV.

(12)
ORCA calculation (ωB97M-V with the def2-TZVPD basis set) on an isolated molecule of C2H2S5 at a distorted geometry.

Structure (XYZ):
```
9
Properties=species:S:1:pos:R:3:forces:R:3:lowdin_charge:R:1
S 0.12078 1.12579 -1.82303 1.3 0.4 -0.1 0.7076
C 0.44030 0.41466 -0.23827 -1.7 -2.6 0.6 -1.1411
C -0.18756 -0.79915 0.18768 1.0 3.8 0.4 -1.1387
S -0.99796 -1.91134 -0.85145 0.9 -0.9 -1.0 0.7248
S -0.20867 -1.15337 1.97904 0.7 0.8 -1.0 0.4678
S 0.37526 0.81682 2.55603 -0.6 -0.6 0.2 0.1437
S 1.44628 1.32366 0.88742 0.2 -0.4 -0.1 0.4492
H 1.30769 1.89331 -1.98897 -1.4 -1.0 0.5 -0.0810
H -2.29613 -1.71038 -0.70844 -0.5 0.5 0.6 -0.1324
```
Forces are in eV/Å.

The calculation puts the energy relative to the best compared isomer or geometry (same formula, charge and spin) at 44.79 kJ/mol. The value obtained for the LUMO energy is -0.0133 Eh. The calculation puts the HOMO energy at -7.96 eV. The total energy is -56281.3715 eV.

What did the first record say?
ORCA calculation (ωB97M-V with the def2-TZVPD basis set) on an isolated molecule of C2H2O4S at a distorted geometry.

Structure (XYZ):
```
9
Properties=species:S:1:pos:R:3:forces:R:3:lowdin_charge:R:1
O -2.99734 0.65800 1.22053 0.0 -0.1 0.3 -0.2505
S -2.40440 0.23713 -0.00006 0.6 0.6 0.0 0.6775
O -2.99594 0.65715 -1.22165 0.0 -0.1 -0.3 -0.2505
C -0.63715 0.39803 0.00043 -1.3 -0.7 0.0 -0.0889
C -0.15813 -0.83088 -0.00019 0.4 0.1 0.0 -0.1612
O -1.01158 -1.86574 -0.00034 0.6 -0.9 0.0 -0.0246
O -2.33917 -1.43790 0.00086 -0.5 0.8 0.0 -0.1489
H -0.13259 1.33507 0.00058 0.1 0.4 0.0 0.1009
H 0.86358 -1.18093 -0.00056 0.0 0.1 0.0 0.1464
```
Forces are in eV/Å.

The calculation puts the energy relative to the best compared isomer or geometry (same formula, charge and spin) at 294.34 kJ/mol. The value obtained for the LUMO energy is 0.0215 Eh. The calculation puts the HOMO energy at -10.44 eV. The total energy is -21127.1692 eV.